1.
The following is a quantum chemistry calculation of a structure of composition C8H13N2O3V at a distorted geometry, from the Open Molecules 2025 dataset.

Structure (XYZ):
```
27
Properties=species:S:1:pos:R:3:mulliken_charge:R:1
C -0.92487 3.74779 -0.52254 -0.49
C -1.61001 2.79171 -0.19439 0.44
N -2.19131 1.68244 0.04635 -0.35
C -1.41280 0.88135 0.93398 -0.58
C -0.94008 -0.45127 0.27002 -0.58
N 0.41086 -0.40390 -0.24705 0.22
C 0.67838 0.55438 -1.32284 -0.69
C -0.30003 0.56739 -2.51154 -1.10
C 0.99275 -1.68400 -0.44528 0.48
C 2.44316 -1.83600 0.02979 -1.14
O 0.42686 -2.63686 -0.90161 -0.54
H -0.13871 4.37601 -0.86417 0.39
H -2.10347 0.54023 1.74175 0.34
H -0.55218 1.40438 1.35768 0.35
H -0.97255 -1.14891 1.09342 0.55
H -1.69674 -0.80882 -0.43986 0.35
H 1.66867 0.31050 -1.72714 0.44
H 0.80592 1.53918 -0.86757 0.39
H 0.10175 0.09987 -3.41286 0.37
H -1.27566 0.11777 -2.32469 0.31
H -0.48766 1.61063 -2.79187 0.30
H 2.78510 -0.87798 0.43434 0.33
H 3.11132 -2.14064 -0.77430 0.30
H 2.48138 -2.53328 0.86855 0.35
O 0.81247 -2.62401 5.08033 -0.89
V -0.43770 -1.91204 4.20837 1.48
O -1.67485 -1.16590 3.28313 -1.03
```

Calculated values
Frontier orbital gap in eV: 2.577
Net charge: 0
Calculated total energy in hartree: -1591.4990
Largest force on an atom in eV Å⁻¹: 1.64

2.
The following is a quantum chemistry calculation of the molecule C22H18N4O2 at a distorted geometry, from the Open Molecules 2025 dataset.

Structure (XYZ):
```
46
Properties=species:S:1:pos:R:3:mulliken_charge:R:1
C -2.39492 1.42244 -2.38125 -1.34
C -1.92814 1.85820 -1.05068 -0.54
C -0.48368 1.32321 -0.70512 -0.24
C 0.11784 1.93127 0.58494 -0.12
N -0.39555 2.92401 1.29677 -0.72
C 0.53307 3.13821 2.27663 0.36
C 0.49835 4.01026 3.35680 -0.52
C 1.50555 3.98619 4.28344 -0.41
C 2.62154 3.16218 4.12507 -0.50
C 2.64773 2.23935 3.05991 -0.80
C 1.61564 2.28548 2.14189 0.43
N 1.32864 1.52502 1.06731 0.17
N -0.45310 -0.16172 -0.66215 0.77
C 0.59585 -0.84868 -1.24612 0.36
O 1.64588 -0.27392 -1.43531 -0.67
C 0.41471 -2.26245 -1.70496 0.59
C 1.30252 -2.96163 -2.71685 -0.22
C 2.65687 -2.81640 -2.92685 -0.19
C 3.00557 -3.74854 -4.00861 -0.47
C 1.84300 -4.34401 -4.42661 -0.33
O 0.82523 -3.87453 -3.65066 -0.35
N -0.62266 -2.94664 -1.23423 -0.66
C -1.42059 -2.36647 -0.22918 0.21
C -2.21151 -3.22713 0.53663 -0.45
C -2.92951 -2.75135 1.62448 -0.38
C -2.89269 -1.38780 1.97216 -1.03
C -2.07893 -0.50203 1.21643 -0.51
C -1.35428 -0.95139 0.08236 0.63
H -1.68796 1.68699 -3.20888 0.31
H -2.51318 0.32177 -2.40439 0.24
H -3.32688 1.88425 -2.62058 0.49
H -1.88861 2.94007 -1.00424 0.55
H -2.62922 1.52626 -0.29903 0.28
H 0.11279 1.70455 -1.54818 0.47
H -0.37275 4.67974 3.49741 0.36
H 1.43673 4.71609 5.10520 0.33
H 3.41023 3.18404 4.88876 0.36
H 3.48979 1.60732 2.95170 0.42
H 1.98185 0.91538 0.59337 0.20
H 3.34418 -2.17700 -2.41835 0.51
H 4.01051 -3.98154 -4.40009 0.35
H 1.71713 -5.05434 -5.24228 0.43
H -2.23229 -4.26660 0.28791 0.50
H -3.48828 -3.51594 2.16604 0.35
H -3.41755 -1.05561 2.87430 0.39
H -1.93891 0.50342 1.53506 0.41
```

Calculated values
Frontier orbital gap in eV: 7.880
SMILES: CC[C@@H](c1nc2ccccc2[nH]1)n1c(=O)c(-c2ccco2)nc2ccccc21
Net charge: 0
Energy relative to the best compared isomer or geometry (same formula, charge and spin) in eV: 1.861
Calculated total energy in hartree: -1218.6529
Largest force on an atom in eV Å⁻¹: 3.74

3.
The following is a quantum chemistry calculation of a cluster of 12 separate species, C15H9Cl44FO6P2S in total at a distorted geometry, from the Open Molecules 2025 dataset.

Structure (XYZ):
```
78
Properties=species:S:1:pos:R:3:mulliken_charge:R:1
O 1.12109 -1.37641 3.32085 -0.59
P -0.22823 -0.94175 2.79264 0.69
O -1.38415 -1.69810 3.75429 -0.49
O -0.42604 0.69742 3.06333 0.14
P -0.66000 -1.56025 0.76190 -0.18
C 0.90008 -1.63426 -0.26681 0.34
C 2.19415 -2.05867 0.52761 -1.08
O 3.22706 -2.60990 -0.32832 -0.48
S 2.81277 -4.22875 -0.44910 1.19
O 3.04542 -4.94578 0.83846 -0.49
O 3.60441 -4.88157 -1.51247 -0.65
C 1.00653 -4.20252 -0.82507 -0.59
C 0.64680 -2.77003 -1.35780 -0.22
F -0.71049 -2.82337 -1.71092 -0.35
H -0.88715 -2.02353 4.52011 0.31
H -0.15518 1.14211 2.24375 0.17
H -1.41355 -0.48471 0.19975 -0.06
H 1.10154 -0.71152 -0.85134 0.52
H 2.63352 -1.13443 0.97298 0.42
H 1.93954 -2.73780 1.37396 0.59
H 0.85510 -4.97640 -1.61194 0.51
H 0.43680 -4.51460 0.07579 0.18
H 1.24775 -2.57459 -2.27486 0.35
Cl -0.70843 3.42547 5.86179 -0.06
C -0.09826 2.06499 6.82433 0.28
Cl 1.63913 2.26628 7.11228 -0.11
Cl -0.95482 2.02244 8.37708 -0.10
Cl -0.38983 0.55108 5.95311 -0.05
Cl -0.96481 1.84746 -6.92736 -0.05
C -0.59652 2.30707 -5.25648 0.17
Cl 1.00993 1.69545 -4.84009 -0.11
Cl -0.58943 4.07311 -5.11408 0.06
Cl -1.82691 1.62350 -4.15790 -0.09
Cl 5.46540 -9.61936 1.22242 -0.09
C 4.46065 -8.21503 0.81413 0.27
Cl 5.28009 -6.73023 1.31658 -0.06
Cl 4.18729 -8.17415 -0.93781 -0.10
Cl 2.90010 -8.34105 1.64941 -0.07
Cl 3.16001 4.80773 3.09051 -0.11
C 1.43336 5.18885 2.96075 0.12
Cl 0.49694 3.68158 2.95204 0.04
Cl 0.93876 6.17330 4.34887 -0.11
Cl 1.13808 6.10967 1.46832 -0.02
Cl 5.35848 -5.21695 6.09398 -0.10
C 5.67836 -6.87249 5.54506 0.26
Cl 5.48802 -7.99375 6.90684 -0.11
Cl 4.53747 -7.29953 4.25975 0.03
Cl 7.33504 -6.97805 4.92074 -0.10
Cl -4.59099 6.00134 -6.24211 -0.03
C -4.22016 4.49483 -7.09996 0.18
Cl -3.67327 3.26452 -5.94616 -0.01
Cl -5.65800 3.92128 -7.96491 -0.07
Cl -2.91526 4.80117 -8.26039 -0.10
Cl -2.85220 3.09314 2.98454 -0.02
C -3.00703 2.59911 1.28792 0.21
Cl -1.61004 3.19208 0.36538 -0.03
Cl -3.08537 0.82068 1.21668 -0.11
Cl -4.49617 3.29370 0.62073 -0.08
Cl -8.70368 3.52632 -2.87188 -0.10
C -7.15167 4.35066 -3.11110 0.17
Cl -7.44393 6.05934 -3.48492 -0.10
Cl -6.21088 4.23740 -1.61139 0.03
Cl -6.29103 3.62794 -4.48272 0.00
Cl 2.65913 8.33359 -1.67665 -0.09
C 3.00023 6.73014 -2.35222 0.23
Cl 3.38881 5.61491 -1.02441 -0.06
Cl 1.57522 6.16161 -3.24525 -0.01
Cl 4.38077 6.83683 -3.45882 -0.10
Cl -3.51704 8.43756 -2.84902 -0.11
C -2.88492 6.93552 -2.15005 0.07
Cl -1.12788 7.05768 -1.93049 0.02
Cl -3.63408 6.66057 -0.56743 -0.06
Cl -3.25611 5.58864 -3.24438 0.17
Cl -1.09855 -7.34488 0.44480 -0.07
C -0.79133 -8.99876 -0.12162 0.28
Cl -0.99914 -10.13056 1.22653 -0.09
Cl -1.93640 -9.40189 -1.41439 -0.10
Cl 0.86506 -9.11243 -0.73738 -0.03
```

Calculated values
Frontier orbital gap in eV: 9.684
SMILES: O=P(O)(O)P[C@H]1COS(=O)(=O)C[C@H]1F.ClC(Cl)(Cl)Cl.ClC(Cl)(Cl)Cl.ClC(Cl)(Cl)Cl.ClC(Cl)(Cl)Cl.ClC(Cl)(Cl)Cl.ClC(Cl)(Cl)Cl.ClC(Cl)(Cl)Cl.ClC(Cl)(Cl)Cl.ClC(Cl)(Cl)Cl.ClC(Cl)(Cl)Cl.ClC(Cl)(Cl)Cl
Net charge: 0
Calculated total energy in hartree: -22457.4794
Largest force on an atom in eV Å⁻¹: 5.22

4.
The following is a quantum chemistry calculation of a structure of composition C42H41NO3P2SSn at a distorted geometry, from the Open Molecules 2025 dataset.

Structure (XYZ):
```
91
Properties=species:S:1:pos:R:3:mulliken_charge:R:1
Sn -3.39778 -2.49124 -0.63745 0.95
C -2.21301 -3.55917 4.21970 -0.57
C -1.67896 -2.34655 4.11636 -0.22
C -0.24835 -1.91567 4.10548 -1.01
C 0.39448 -1.97234 2.69724 0.28
C 0.68147 -3.35206 2.13453 -0.42
C 0.36956 -4.52927 2.67553 -0.30
C 0.01551 -4.85388 4.10691 -0.97
C -1.48965 -4.86367 4.41635 -0.42
C -2.41125 -3.65626 -2.23781 -1.22
H -3.30616 -3.66232 4.22171 0.45
H -2.36282 -1.48739 4.05458 0.36
H 0.37196 -2.41507 4.85776 0.40
H -0.24663 -0.84416 4.36967 0.42
H -0.21347 -1.38172 1.98123 -0.21
H 1.36304 -1.45529 2.75192 0.43
H 1.23751 -3.32617 1.18617 0.47
H 0.39685 -5.42801 2.03537 0.31
H 0.53537 -4.20106 4.81661 0.36
H 0.36392 -5.88624 4.25110 0.38
H -1.98359 -5.62555 3.79381 0.24
H -1.61651 -5.19126 5.45751 0.42
H -2.93800 -4.54251 -2.60015 0.37
H -1.55005 -3.98955 -1.64072 0.39
H -2.15342 -2.99102 -3.06901 0.41
P 0.60227 4.59861 -1.16806 0.23
P 2.54964 2.97083 -3.07402 0.16
C 2.33046 4.34034 -0.69292 -0.75
C 3.18535 3.72834 -1.55559 -0.56
C 0.51269 6.42736 -0.78083 0.36
C 1.37628 7.08461 0.11096 0.18
C 1.22410 8.45570 0.35999 -0.63
C 0.22707 9.19498 -0.28800 -0.53
C -0.59427 8.54631 -1.22094 -0.54
C -0.44350 7.18283 -1.48600 -0.42
C -0.20136 3.79175 0.26650 0.60
C -0.13840 2.38418 0.30282 -0.78
C -0.70878 1.68843 1.37284 -0.01
C -1.33198 2.40695 2.40420 -0.45
C -1.41090 3.80033 2.36170 -0.69
C -0.85421 4.49781 1.28502 -0.40
C 3.93426 3.66161 -4.15577 0.48
C 3.97990 5.05429 -4.34854 -0.34
C 5.04109 5.62905 -5.05843 -0.61
C 6.06910 4.83169 -5.58369 -0.49
C 6.00553 3.45137 -5.40042 -0.59
C 4.94596 2.86252 -4.70088 -0.28
C 3.14180 1.25435 -2.82955 0.30
C 2.62645 0.29940 -3.73079 -0.40
C 3.07582 -1.01899 -3.68289 -0.64
C 4.02151 -1.39369 -2.71877 -0.50
C 4.50141 -0.46427 -1.79583 -0.75
C 4.05256 0.86036 -1.83949 0.10
H 2.66579 4.67326 0.28983 0.65
H 4.27286 3.71127 -1.41120 0.86
H 2.17429 6.54952 0.62414 0.18
H 1.88948 8.94730 1.06799 0.41
H 0.09864 10.26221 -0.07331 0.39
H -1.35890 9.11628 -1.74464 0.40
H -1.07055 6.69252 -2.23300 0.38
H 0.37030 1.84752 -0.49917 0.35
H -0.66581 0.59678 1.39858 0.25
H -1.76329 1.86254 3.24724 0.39
H -1.90602 4.35908 3.16545 0.39
H -0.90762 5.58600 1.24543 0.36
H 3.19977 5.69241 -3.92843 0.40
H 5.07493 6.70809 -5.20325 0.38
H 6.90708 5.29110 -6.12428 0.38
H 6.79413 2.82061 -5.80124 0.39
H 4.92676 1.78187 -4.56372 0.31
H 1.88013 0.60801 -4.46526 0.39
H 2.68768 -1.74652 -4.40187 0.44
H 4.38484 -2.42290 -2.69472 0.43
H 5.23082 -0.75870 -1.03392 0.43
H 4.41522 1.57733 -1.10663 0.40
O -6.15096 -3.35204 0.88139 -0.65
C -5.50634 -4.38389 0.73884 0.52
N -4.33341 -4.39021 0.00196 -0.39
S -3.40140 -5.77196 0.11102 0.94
O -3.25520 -6.38679 -1.17067 -0.59
O -2.24816 -5.43584 0.90232 -0.35
C -4.68168 -6.60578 1.02909 0.50
C -4.70562 -7.95718 1.36950 -0.66
C -5.84341 -8.43451 2.04533 -0.47
C -6.92382 -7.58316 2.32706 -0.54
C -6.88717 -6.23735 1.92884 -0.52
C -5.75095 -5.75605 1.26663 0.11
H -3.85816 -8.59934 1.11676 0.45
H -5.87750 -9.49081 2.34438 0.40
H -7.80306 -7.98214 2.84633 0.40
H -7.71355 -5.54817 2.09021 0.48
```

Calculated values
Frontier orbital gap (alpha / beta) in eV: 4.796 / 2.676
Net charge: +2
Energy relative to the best compared isomer or geometry (same formula, charge and spin) in eV: 0.242
Calculated total energy in hartree: -3199.9620
Largest force on an atom in eV Å⁻¹: 2.58

5.
The following is a quantum chemistry calculation of the molecule C4H2ClF at a distorted geometry, from the Open Molecules 2025 dataset.

Structure (XYZ):
```
8
Properties=species:S:1:pos:R:3:mulliken_charge:R:1
C 0.23554 1.77303 -1.28796 0.35
C -0.12484 0.86430 -0.59512 -0.51
C -0.50324 -0.26481 0.24179 0.10
F -1.83705 -0.48068 0.33661 -0.23
C 0.36832 -1.04141 0.87632 -0.36
Cl -0.05093 -2.51036 1.65042 -0.13
H 0.48852 2.49188 -2.01767 0.44
H 1.42369 -0.83195 0.79560 0.34
```

Calculated values
Frontier orbital gap in eV: 10.038
SMILES: C#C/C(F)=C/Cl
Net charge: 0
Energy relative to the best compared isomer or geometry (same formula, charge and spin) in eV: 0.000
Calculated total energy in hartree: -713.5803
Largest force on an atom in eV Å⁻¹: 1.13